C22H20BBrGaN2O6S3 | wB97M-V/def2-TZVPD

Results
Molar mass, g mol⁻¹: 665.05
Kohn-Sham gap, eV: 7.2
Maximum force, eV Å⁻¹: 0.55
HOMO energy, eV: -5.0
DFT total energy, eV: -194009.4267
Total charge: -1
ΔE to the lowest compared entry with this formula, charge and spin, eV: 0.309

```
56
Properties=species:S:1:pos:R:3:forces:R:3
Br 0.3282 0.6534 3.2473 0.0 -0.1 0.2
Ga -0.8293 2.3023 -0.1116 -0.5 0.1 0.0
S 1.1782 3.9062 -0.4509 -0.2 0.0 0.0
S 1.2488 -6.5992 -0.4069 0.0 -0.1 0.0
S 2.0041 2.7424 -1.8348 0.0 0.1 0.1
O 3.1098 -5.6189 -2.0326 0.0 0.0 0.0
O 2.0009 5.0199 -0.0645 0.0 0.0 0.1
O -3.5852 3.7168 0.8682 0.2 0.1 0.1
O -0.2172 4.2653 -0.9094 0.3 0.1 -0.2
O 0.7869 3.0331 0.7612 0.2 -0.3 -0.3
O -3.6524 1.4994 0.3326 0.1 0.2 0.2
N -1.3695 2.2716 -2.2925 0.2 0.4 0.0
N 2.3120 0.1871 1.4162 0.0 0.0 0.0
C -6.1141 1.2701 0.3958 0.0 0.0 0.0
C 0.0460 -2.2030 -0.4193 0.0 0.0 0.0
C -0.2822 -0.8111 -0.4070 0.1 0.0 -0.1
C 2.0037 0.9864 2.4032 0.1 0.0 0.0
C -7.2827 1.9996 0.6200 0.0 0.0 0.0
C -0.4571 0.3845 -0.3298 0.1 -0.1 0.2
C 0.7601 -4.9019 -0.4172 0.1 0.1 0.0
C -6.0286 4.0338 1.0571 -0.1 0.0 0.0
C 4.1627 1.6298 0.9176 0.1 0.0 0.0
C -0.1416 -2.9914 -1.5579 0.0 0.0 0.0
C 3.3790 -7.9322 -1.5038 0.0 0.0 0.0
C 0.5886 -2.7927 0.7260 0.0 0.0 0.1
C -7.2415 3.3522 0.9433 0.0 0.0 0.0
C 2.7536 2.0762 2.8115 -0.1 0.0 -0.1
C 0.9461 -4.1288 0.7246 0.0 0.0 0.0
C 0.2051 -4.3301 -1.5564 0.0 0.0 0.0
C 2.7020 -6.5812 -1.4458 0.0 -0.1 0.0
C 5.2588 2.0115 -0.0315 0.0 0.0 0.0
C -4.9252 1.9555 0.5074 0.0 -0.1 0.0
C -4.8865 3.3017 0.8293 0.0 0.1 0.1
C 3.8499 2.3966 2.0349 0.1 0.0 0.0
C 3.3763 0.5121 0.6839 -0.1 0.0 0.0
B -2.7914 2.6041 0.5637 -0.2 -0.2 -0.4
H 0.7369 -2.1782 1.6037 0.0 0.0 0.0
H 2.4503 2.6764 3.6557 0.0 0.0 0.0
H 4.3013 -7.8727 -0.9248 0.0 0.0 0.0
H 3.6384 -8.1510 -2.5383 0.0 0.0 0.0
H -8.2400 1.4997 0.5483 0.0 0.0 0.0
H 4.4460 3.2689 2.2770 0.0 0.0 0.0
H -2.2739 1.9921 -2.6500 0.0 -0.1 0.1
H 5.6724 1.1345 -0.5305 0.0 0.0 0.0
H 6.0671 2.5349 0.4811 0.0 0.0 0.0
H -1.1662 3.2331 -2.5515 0.0 0.0 0.0
H 1.3806 -4.5769 1.6093 0.0 0.0 0.0
H -0.5643 -2.5387 -2.4450 0.0 0.0 0.0
H -5.9805 5.0833 1.3126 0.0 0.0 0.0
H -8.1669 3.8865 1.1146 0.0 0.0 0.0
H 2.7547 -8.7254 -1.0960 0.0 0.0 0.0
H 4.8572 2.6726 -0.8033 0.0 0.0 0.0
H 3.5923 -0.1437 -0.1530 0.0 0.0 0.0
H 0.0590 -4.9337 -2.4428 0.0 0.0 0.0
H -6.1316 0.2178 0.1476 0.0 0.0 0.0
H -0.6294 1.6992 -2.6867 0.0 -0.1 0.0
```
Forces are in eV/Å.

Atomic partial charges in e from the Mulliken method, atoms 1 to 6: -0.167, -1.044, 1.011, -0.264, -0.510, -0.527